{
  "formula": "C34H55N4OP2PbS",
  "method": "the ωB97M-V functional and the def2-TZVPD basis",
  "homo_energy_ev": [-16.562, -16.515],
  "gap_ha": [0.1793, 0.2157],
  "total_charge": 3,
  "largest_force_ev_per_a": 3.2,
  "elements": ["C", "C", "C", "C", "C", "H", "H", "H", "N", "P", "P", "C", "H", "H", "C", "H", "C", "C", "C", "C", "C", "H", "H", "H", "C", "H", "H", "H", "C", "H", "H", "H", "C", "H", "H", "H", "C", "H", "H", "H", "C", "H", "H", "H", "C", "H", "H", "H", "C", "H", "H", "H", "C", "H", "H", "H", "C", "H", "H", "H", "C", "H", "H", "H", "C", "H", "H", "H", "Pb", "C", "O", "N", "C", "C", "C", "C", "C", "H", "C", "H", "C", "H", "H", "H", "C", "N", "C", "S", "N", "C", "H", "H", "H", "H", "H", "H", "H", "H"],
  "xyz": [[1.85806, 1.08402, -1.96853], [1.25849, -1.16488, -1.91706], [2.58445, 0.90601, -3.14984], [2.07942, -1.43614, -3.02420], [2.71355, -0.37950, -3.67373], [3.05768, 1.77708, -3.60046], [2.16891, -2.46521, -3.37405], [3.31586, -0.56414, -4.56197], [1.12636, 0.09661, -1.43365], [1.48250, 2.33421, 0.53033], [-1.25221, -1.98611, -0.83334], [1.86662, 2.44112, -1.26578], [2.84913, 2.91961, -1.41527], [1.12782, 3.09602, -1.75702], [0.51908, -2.25592, -1.22353], [0.67857, -3.24545, -1.66619], [-1.77320, -3.52447, 0.20362], [-2.07725, -2.03684, -2.54197], [3.16169, 1.93184, 1.31560], [0.77181, 4.03695, 0.95542], [-1.73292, -3.14541, 1.69762], [-2.39372, -2.29466, 1.92026], [-2.08452, -4.01408, 2.27736], [-0.72185, -2.90121, 2.04331], [-3.21948, -3.91910, -0.12132], [-3.91376, -3.08549, 0.04284], [-3.33558, -4.30166, -1.14115], [-3.51153, -4.73058, 0.56269], [-0.83681, -4.71704, -0.03103], [-1.21133, -5.55881, 0.57274], [-0.81907, -5.04932, -1.07548], [0.18821, -4.50380, 0.29535], [-3.53818, -1.57359, -2.35639], [-3.61135, -0.70202, -1.69070], [-3.94259, -1.28633, -3.33787], [-4.17862, -2.36642, -1.95540], [-1.38161, -1.02979, -3.47058], [-1.30287, -0.03785, -3.01384], [-0.38469, -1.37198, -3.76806], [-1.98769, -0.93374, -4.38415], [-1.98218, -3.44494, -3.16126], [-1.19020, -4.07232, -2.73358], [-2.93486, -3.98644, -3.09535], [-1.75309, -3.34835, -4.23338], [0.42901, 4.07684, 2.45751], [-0.17189, 4.97712, 2.65819], [-0.16472, 3.20530, 2.77593], [1.32657, 4.13465, 3.08808], [-0.52119, 4.23170, 0.13824], [-0.32312, 4.29868, -0.93890], [-1.25996, 3.43779, 0.31109], [-0.97964, 5.18391, 0.44729], [1.75425, 5.15977, 0.59586], [1.20618, 6.11442, 0.61882], [2.57513, 5.24728, 1.31771], [2.17332, 5.04573, -0.41357], [3.69208, 0.61169, 0.72225], [4.66564, 0.39058, 1.18911], [3.01507, -0.22670, 0.93929], [3.84837, 0.67621, -0.36210], [2.96678, 1.73058, 2.82981], [2.26373, 0.91082, 3.04311], [3.93971, 1.46499, 3.26992], [2.60955, 2.63894, 3.33023], [4.19199, 3.03644, 1.05053], [4.30544, 3.26112, -0.01775], [3.96159, 3.96031, 1.59230], [5.16716, 2.68079, 1.41718], [-0.43748, 0.26416, 0.93809], [-1.85046, 1.28802, -1.08412], [-2.31188, 2.00153, -1.85504], [1.01265, -1.53228, 1.33780], [1.40692, -2.34186, 0.49786], [2.49613, -3.33647, 0.55470], [2.98047, -3.58362, 1.84166], [3.05673, -3.98612, -0.55300], [3.97218, -4.54307, 2.04561], [2.55160, -3.00777, 2.66496], [4.06171, -4.93912, -0.35010], [2.73053, -3.74331, -1.56306], [4.51064, -5.22786, 0.94566], [4.31597, -4.74861, 3.05955], [4.49554, -5.45866, -1.20766], [5.28397, -5.98189, 1.10431], [-4.66683, 3.31849, 3.38873], [-3.71103, 2.63586, 2.50099], [-4.12977, 2.02984, 1.35353], [-3.55387, 0.47779, 0.88550], [-5.04977, 2.66518, 0.59637], [-5.11574, 4.12938, 0.47561], [-5.64075, 3.42209, 2.90508], [-4.27511, 4.30816, 3.64183], [-4.77861, 2.74369, 4.31443], [-3.02277, 2.06699, 2.99796], [-5.31020, 2.14492, -0.24280], [-4.95461, 4.41016, -0.57252], [-6.11444, 4.47193, 0.77302], [-4.35988, 4.61361, 1.10390]],
  "lowdin_charge": [-0.32, -0.33, 0.03, 0.00, 0.02, 0.14, 0.13, 0.14, 0.07, 1.07, 1.10, -0.23, 0.10, 0.10, -0.23, 0.10, -0.64, -0.64, -0.66, -0.67, -0.10, 0.06, 0.11, 0.05, -0.07, 0.09, 0.07, 0.11, -0.06, 0.12, 0.08, 0.07, -0.08, 0.02, 0.11, 0.07, -0.08, 0.04, 0.08, 0.11, -0.05, 0.06, 0.09, 0.11, -0.08, 0.11, 0.07, 0.08, -0.09, 0.08, 0.04, 0.11, -0.06, 0.11, 0.08, 0.09, -0.07, 0.11, 0.05, 0.09, -0.07, 0.08, 0.11, 0.07, -0.06, 0.09, 0.08, 0.11, 1.12, -0.28, 0.10, 0.01, -0.25, -0.22, -0.02, -0.02, -0.03, 0.12, -0.03, 0.09, -0.02, 0.13, 0.13, 0.13, -0.04, -0.04, -0.77, 0.63, -0.01, -0.04, 0.09, 0.10, 0.11, 0.11, 0.14, 0.10, 0.10, 0.09]
}